# 1
{
  "formula": "C11H27N5O12",
  "method": "ωB97M-V/def2-TZVPD",
  "smiles": "C[N+](=O)[O-].C[N+](=O)[O-].C[N+](=O)[O-].C[N+](=O)[O-].C[N+](=O)[O-].CC(C)=O.CC(C)=O",
  "homo_lumo_gap_ev": 8.8424,
  "lumo_ev": -0.66,
  "e_tot_ev": -43849.87882,
  "symbols": ["C", "N", "O", "O", "H", "H", "H", "C", "N", "O", "O", "H", "H", "H", "C", "N", "O", "O", "H", "H", "H", "C", "N", "O", "O", "H", "H", "H", "C", "N", "O", "O", "H", "H", "H", "C", "C", "C", "O", "H", "H", "H", "H", "H", "H", "C", "C", "C", "O", "H", "H", "H", "H", "H", "H"],
  "xyz": [[12.436, 12.779, 10.287], [13.374, 11.696, 10.407], [14.563, 11.856, 10.108], [12.835, 10.678, 10.869], [12.115, 12.771, 9.245], [12.744, 13.684, 10.811], [11.451, 12.524, 10.679], [12.876, 5.554, 6.459], [11.988, 6.393, 5.669], [12.490, 7.215, 4.884], [10.812, 6.200, 5.758], [12.482, 5.617, 7.473], [13.857, 6.030, 6.438], [12.889, 4.561, 6.009], [14.736, 9.919, 5.830], [15.331, 11.264, 5.529], [16.578, 11.278, 5.540], [14.624, 12.236, 5.293], [13.936, 10.086, 6.552], [15.552, 9.318, 6.233], [14.353, 9.492, 4.904], [11.200, 9.518, 13.860], [10.031, 10.244, 13.268], [8.911, 10.122, 13.774], [10.223, 11.017, 12.371], [10.849, 8.574, 14.276], [11.489, 10.209, 14.651], [11.878, 9.306, 13.033], [10.593, 8.656, 9.333], [11.765, 8.952, 8.513], [11.774, 10.004, 8.002], [12.722, 8.125, 8.607], [10.308, 7.619, 9.156], [9.763, 9.288, 9.018], [10.818, 8.726, 10.397], [16.448, 9.020, 9.042], [16.523, 8.329, 10.423], [15.322, 7.637, 10.918], [17.554, 8.446, 11.077], [17.432, 9.227, 8.622], [16.022, 9.978, 9.342], [15.970, 8.464, 8.235], [14.418, 8.245, 10.917], [15.529, 7.441, 11.970], [15.163, 6.735, 10.328], [8.715, 10.378, 6.038], [7.279, 10.809, 5.904], [6.939, 12.200, 6.325], [6.378, 10.024, 5.586], [9.181, 10.501, 5.060], [8.851, 9.358, 6.398], [9.234, 10.978, 6.785], [7.205, 12.232, 7.381], [5.851, 12.274, 6.337], [7.375, 12.994, 5.718]],
  "forces_ev_per_angstrom": [[-2.1, 1.0, -0.5], [0.7, -1.2, 1.2], [-2.2, -0.6, 0.5], [1.7, 0.1, -0.8], [0.9, 1.1, -0.4], [0.5, 0.0, -0.9], [0.5, -0.6, 0.8], [0.8, 0.4, 0.7], [0.9, 1.4, -2.2], [-0.3, -0.9, 1.1], [-1.2, -0.2, 0.4], [0.1, -0.5, -0.1], [-0.1, -0.3, -0.1], [-0.1, 0.1, 0.3], [-0.1, 0.4, 0.1], [1.8, 0.3, -0.2], [-1.9, 0.3, -0.1], [0.5, -1.2, 0.3], [0.0, -0.2, -0.1], [-0.3, 0.1, -0.1], [0.0, 0.2, 0.1], [-0.9, -0.3, -0.3], [-2.3, 0.1, 0.9], [1.4, -0.6, 0.0], [0.9, 0.4, -0.9], [-0.1, 0.3, 0.1], [0.7, -0.3, -0.2], [0.3, 0.6, 0.4], [-1.5, -1.3, 0.1], [1.8, -3.3, 2.9], [0.7, 2.4, -2.0], [-1.8, 1.7, -0.9], [0.1, 0.0, -0.1], [0.3, 0.1, 0.2], [0.3, 0.4, -0.3], [0.8, -0.4, 0.6], [2.1, 1.2, -1.1], [-0.3, -0.2, 1.1], [-1.3, -0.4, -0.4], [0.3, 0.0, 0.6], [-0.5, 0.1, -0.7], [-0.8, 0.2, 0.5], [0.0, 0.2, -0.5], [-0.1, -0.6, 0.0], [-0.1, -0.1, 0.1], [0.2, 0.1, 0.3], [-1.7, -1.8, -0.1], [-0.9, -0.1, 0.3], [1.7, 1.1, 0.3], [0.3, -0.1, 0.1], [-0.4, -0.2, -0.5], [0.1, 0.4, -0.3], [0.5, 0.5, 0.0], [0.0, 0.2, -0.4], [0.2, -0.1, 0.3]],
  "mulliken_charge": [-0.812, 0.858, -0.522, -0.387, 0.324, 0.335, 0.221, -0.678, 0.931, -0.522, -0.537, 0.241, 0.253, 0.312, -0.346, 0.936, -0.548, -0.551, -0.018, 0.221, 0.336, -0.512, 0.798, -0.542, -0.463, 0.287, 0.294, 0.115, -0.831, 0.950, -0.525, -0.431, 0.378, 0.302, 0.117, -0.429, 0.646, -0.764, -0.594, 0.407, 0.087, 0.031, 0.000, 0.331, 0.288, -0.705, 0.659, -1.029, -0.575, 0.344, 0.248, 0.140, 0.292, 0.330, 0.313]
}

---

# 2
{
  "formula": "C4H13NP",
  "method": "ωB97M-V/def2-TZVPD",
  "charge": 1,
  "homo_lumo_gap_ev": 9.0188,
  "lumo_ev": -4.75,
  "e_tot_ev": -15129.46050,
  "de_lowest_kj_mol": 202.8,
  "symbols": ["C", "C", "C", "C", "N", "P", "H", "H", "H", "H", "H", "H", "H", "H", "H", "H", "H", "H", "H"],
  "xyz": [[1.404, 1.086, 1.529], [0.898, 1.841, -0.840], [-1.597, -1.662, -1.431], [0.430, 1.552, 0.511], [-0.858, 1.319, 0.721], [-0.207, -1.756, -0.106], [1.217, 0.050, 1.399], [1.178, 1.557, 2.581], [2.413, 1.301, 1.288], [0.338, 2.822, -1.149], [0.658, 1.058, -1.436], [1.989, 2.122, -0.779], [-1.002, -1.575, -2.356], [-2.206, -0.708, -1.320], [-2.208, -2.601, -1.574], [-1.353, 1.377, -0.129], [-1.248, -2.134, 0.793], [-1.250, 0.738, 1.448], [0.077, -3.039, -0.577]],
  "forces_ev_per_angstrom": [[-1.4, 2.7, 2.0], [0.8, 5.8, 1.7], [0.5, 0.7, -0.7], [-0.8, -1.8, 1.5], [2.3, 0.6, -0.7], [-2.2, -0.5, -0.8], [0.1, -1.5, 0.7], [0.2, -1.4, -1.8], [0.8, 0.3, -0.4], [0.9, -1.8, 0.0], [-0.5, -2.3, -2.2], [-1.2, -0.6, -0.5], [-0.5, 0.2, 0.0], [0.5, -1.4, -0.2], [0.5, 1.2, 0.7], [-1.4, 0.2, -0.8], [0.7, -0.2, 0.5], [0.2, 0.3, 0.5], [0.4, -0.4, 0.4]],
  "mulliken_charge": [-0.927, -1.147, -0.877, 0.668, -0.252, -0.119, 0.192, 0.340, 0.385, 0.392, 0.323, 0.363, 0.302, 0.220, 0.357, 0.253, 0.082, 0.330, 0.117]
}